(1)
The following is a DFT calculation (wB97M-V/def2-TZVPD) of the molecule C4H11NO.

```
17
Properties=species:S:1:pos:R:3:mulliken_charge:R:1
C 0.1888 0.3728 -2.6248 -0.98
N -0.0328 -0.5985 -1.6209 -0.32
C -0.8083 -0.3485 -0.3567 -0.51
C 0.1702 0.0015 0.8640 -0.07
C -0.0870 -0.1848 2.2822 -0.49
O 0.9227 0.3306 3.0853 -0.52
H 0.3370 -0.1281 -3.5747 0.36
H -0.6820 0.9478 -2.8528 0.33
H 0.8554 1.1893 -2.3630 0.32
H 0.8557 -1.1710 -1.5514 0.22
H -1.4954 0.4067 -0.7740 0.33
H -1.3707 -1.2731 -0.0918 0.24
H 0.8598 -0.8526 0.5366 0.09
H 0.5825 1.0130 0.5766 0.13
H -0.2546 -1.2554 2.6339 0.24
H -0.9545 0.2634 2.8043 0.33
H 0.9133 1.2870 3.0271 0.30
```

- LUMO level: 0.03656 Eh
- Multiplicity: 1
- HOMO level: -8.42 eV
- Net charge: 0
- SMILES: CNCCCO

***

(2)
The following is a DFT calculation (wB97M-V/def2-TZVPD) of a cluster of 2 separate species, C4H11NO in total.

```
17
Properties=species:S:1:pos:R:3:mulliken_charge:R:1
N -0.9979 0.8802 1.3282 -0.63
C -1.3083 -0.4538 0.7323 -0.51
C 2.0542 -1.0658 -1.1904 -1.03
C 0.9160 -0.9631 -0.0723 -0.04
C -0.4154 -1.0491 -0.2849 -0.34
H -1.9121 1.2941 1.6824 0.24
H -0.4849 0.7321 2.2494 0.26
H -2.3537 -0.3334 0.3158 0.32
H -1.4033 -1.1661 1.6546 0.29
H 2.9171 -1.8069 -1.0164 0.28
H 1.4216 -1.3440 -2.0173 0.31
H 2.3889 -0.0627 -1.3842 0.27
H 1.4332 -0.6957 0.8767 0.27
H -0.7179 -1.7868 -1.0537 0.32
H -0.8363 3.3312 -0.7233 0.29
H -0.5601 1.8321 -0.3160 0.39
O -0.1412 2.6577 -0.7808 -0.69
```

- LUMO level: 0.02781 Eh
- Multiplicity: 1
- HOMO level: -9.01 eV
- Net charge: 0
- SMILES: C/C=C/CN.O

***

(3)
The following is a DFT calculation (wB97M-V/def2-TZVPD) of a cluster of 2 separate species, C4H11NO in total.

```
17
Properties=species:S:1:pos:R:3:mulliken_charge:R:1
C -1.7937 -1.2937 1.3869 -1.08
C -1.5993 0.1671 1.1221 0.73
O -2.3473 0.9172 0.5272 -0.63
N -0.4037 0.6769 1.5581 -0.43
H -2.6932 -1.6517 0.9096 0.31
H -1.7961 -1.5021 2.4574 0.34
H -0.2310 1.6202 1.2675 0.25
H 0.2855 0.2504 2.1497 0.19
H -0.9594 -1.8773 0.9915 0.31
C 1.3025 0.0227 -0.8350 -0.52
C 1.6437 0.6036 -2.2307 -0.95
H 1.4778 0.7668 -0.0689 0.20
H 0.2251 -0.1109 -0.8362 0.11
H 1.8335 -0.9113 -0.6674 0.33
H 0.8606 0.2791 -2.9108 0.26
H 2.6185 0.3560 -2.6438 0.31
H 1.5767 1.6871 -2.1772 0.27
```

- LUMO level: 0.03145 Eh
- Multiplicity: 1
- HOMO level: -9.92 eV
- Net charge: 0
- SMILES: CC(N)=O.CC

***

(4)
The following is a DFT calculation (wB97M-V/def2-TZVPD) of a cluster of 2 separate species, C4H11NO in total.

```
17
Properties=species:S:1:pos:R:3:mulliken_charge:R:1
N 1.3098 -0.9351 -1.5113 -0.34
C -0.1248 -0.7577 -1.3030 -0.55
C -0.1802 0.1732 -0.0792 -0.55
C 0.9602 1.1282 -0.4076 -0.58
C 2.0462 0.1900 -0.9471 -0.50
H 1.5242 -1.2314 -2.4531 0.24
H -0.6226 -0.2462 -2.1355 0.29
H -0.6125 -1.7067 -1.1125 0.31
H -1.1349 0.6844 0.0130 0.31
H 0.0372 -0.4282 0.7985 0.27
H 0.6392 1.7615 -1.2296 0.27
H 1.3461 1.7501 0.4006 0.32
H 2.6955 0.7166 -1.6434 0.26
H 2.6930 -0.1505 -0.1382 0.25
H -3.0284 -0.3822 4.1915 0.32
H -3.7642 -0.2652 2.8526 0.32
O -3.1364 0.1950 3.4226 -0.64
```

- LUMO level: 0.03320 Eh
- Multiplicity: 1
- HOMO level: -8.32 eV
- Net charge: 0
- SMILES: C1CCNC1.O

***

(5)
The following is a DFT calculation (wB97M-V/def2-TZVPD) of a cluster of 2 separate species, C4H11NO in total.

```
17
Properties=species:S:1:pos:R:3:mulliken_charge:R:1
C -3.2047 -0.0688 -0.4794 -1.27
C -2.0775 -0.6679 0.2884 0.04
C -0.8817 0.2920 0.3925 -0.65
C 0.3552 0.0626 0.8785 -0.21
N 1.5073 0.6507 0.2928 -0.60
H -3.6403 0.8174 0.0114 0.29
H -2.9740 0.3516 -1.4673 0.34
H -4.0749 -0.6653 -0.7634 0.34
H -1.6213 -1.5206 -0.2098 0.25
H -2.3660 -0.9151 1.3241 0.22
H -1.1062 1.3890 0.3761 0.28
H 0.5779 -0.6767 1.6379 0.35
H 2.3601 0.7036 0.8375 0.31
H 1.1849 1.5676 -0.0280 0.24
H 2.7698 0.1353 -0.9771 0.43
H 4.1234 -0.0475 -1.7133 0.32
O 3.6088 -0.3895 -0.9646 -0.67
```

- LUMO level: 0.03715 Eh
- Multiplicity: 1
- HOMO level: -7.93 eV
- Net charge: 0
- SMILES: CC/C=C/N.O

***

(6)
The following is a DFT calculation (wB97M-V/def2-TZVPD) of a cluster of 2 separate species, C4H11NO in total.

```
17
Properties=species:S:1:pos:R:3:mulliken_charge:R:1
C -0.3198 -2.9710 -0.5205 0.25
C 0.8757 -2.8965 0.0451 -0.83
N -1.0965 -1.8962 -0.9537 -0.47
H -0.7088 -3.9804 -0.6163 0.28
H 1.3416 -3.8268 0.2096 0.25
H 1.3188 -1.9526 0.3015 0.16
H -0.7408 -1.0522 -0.5249 0.13
H -2.0842 -2.0243 -0.7912 0.25
H 1.0053 0.7039 -0.0436 0.25
C 0.6978 2.4877 0.7053 -0.20
O 0.6511 1.5366 -0.3748 -0.51
C -0.7065 3.0299 0.9022 -0.99
H 1.0984 2.0063 1.6002 0.30
H 1.4273 3.2433 0.4090 0.24
H -0.7003 3.8983 1.5638 0.33
H -1.1072 3.2658 -0.0744 0.30
H -1.2792 2.2757 1.4430 0.25
```

- LUMO level: 0.03087 Eh
- Multiplicity: 1
- HOMO level: -8.51 eV
- Net charge: 0
- SMILES: C=CN.CCO

***

(7)
The following is a DFT calculation (wB97M-V/def2-TZVPD) of a cluster of 2 separate species, C4H11NO in total.

```
17
Properties=species:S:1:pos:R:3:mulliken_charge:R:1
C 1.5966 -1.8045 1.3519 -1.03
C 1.2201 -1.1617 -0.0217 0.09
N 0.4508 -2.0941 -0.7544 -0.07
H 2.0230 -2.7974 1.2016 0.41
H 2.2896 -1.0957 1.7956 0.30
H 0.7222 -1.8102 2.0013 0.35
H 0.7114 -0.2049 0.0690 0.06
H 2.1230 -0.8942 -0.5962 0.27
H 0.8101 -3.0503 -0.7695 0.32
H -0.5717 -2.0769 -0.7455 0.32
O 0.0498 1.8075 -0.4464 -0.53
C -1.1045 2.1570 -0.5070 0.20
C -2.2096 1.4528 0.2182 -0.79
H -1.4067 2.9953 -1.1573 0.36
H -3.1599 1.4702 -0.3300 0.33
H -2.4523 1.9497 1.1579 0.28
H -1.9381 0.4178 0.4079 0.14
```

- ⟨S²⟩: 0.7544
- LUMO level (spin up / spin down): -0.12806 / -0.30837 Eh
- Multiplicity: 2
- HOMO level (spin up / spin down): -13.44 / -13.44 eV
- Net charge: +1

***

(8)
The following is a DFT calculation (wB97M-V/def2-TZVPD) of a cluster of 2 separate species, C4H11NO2 in total.

```
18
Properties=species:S:1:pos:R:3:mulliken_charge:R:1
O 0.0022 0.6270 -1.9343 -0.15
C 0.7592 0.7361 -1.0604 -0.37
C 0.5676 1.7511 0.0453 -1.08
C 0.4822 1.3164 1.4596 -1.93
C -0.2596 -0.0602 1.6445 -2.00
N 0.4972 -1.2693 1.1783 -0.69
H 1.5792 0.0069 -0.9885 0.47
H 1.4151 2.5442 -0.1748 0.76
H -0.4474 2.3622 -0.2498 -0.03
H -0.2505 2.0159 2.0143 0.34
H 1.4447 1.5897 2.0744 1.37
H -0.6234 -0.4008 2.5844 1.39
H -1.2258 0.1761 0.9470 0.13
H 1.5616 -1.3159 1.0737 0.34
H 0.4562 -2.1554 1.6250 0.49
H -2.1699 -1.7297 -1.0073 0.33
H -0.8235 -2.1234 -1.4864 0.29
O -1.7139 -2.4452 -1.4649 -0.64
```

- ⟨S²⟩: 0.7506
- LUMO level (spin up / spin down): 0.14754 / 0.14410 Eh
- Multiplicity: 2
- HOMO level (spin up / spin down): 1.12 / -5.56 eV
- Net charge: -1

***

(9)
The following is a DFT calculation (wB97M-V/def2-TZVPD) of the molecule C4H11NO2.

```
18
Properties=species:S:1:pos:R:3:mulliken_charge:R:1
C 1.2502 0.8151 -0.9919 -0.85
O 1.0453 1.3322 -2.3072 -0.51
C -0.0549 0.1971 -0.4890 0.26
C 0.1972 -0.6934 0.7367 -0.73
C -1.0506 -0.7060 1.6663 -0.52
O -0.7611 -0.4173 3.0264 -0.54
N -0.6655 -0.6678 -1.5475 -0.71
H 2.0368 0.0440 -1.0329 0.34
H 1.5666 1.6002 -0.2879 0.40
H 1.8512 1.8098 -2.5403 0.32
H -0.7348 1.0332 -0.2966 0.36
H 1.0705 -0.4032 1.3125 0.44
H 0.1930 -1.6968 0.3171 0.29
H -1.5033 -1.6959 1.6515 0.31
H -1.8250 -0.0246 1.3182 0.28
H -0.4314 0.4837 3.0747 0.30
H 0.0308 -0.8109 -2.2734 0.26
H -1.3564 -0.0940 -2.0198 0.30
```

- LUMO level: 0.02632 Eh
- Multiplicity: 1
- HOMO level: -9.53 eV
- Net charge: 0
- SMILES: N[C@H](CO)CCO

***

(10)
The following is a DFT calculation (wB97M-V/def2-TZVPD) of a cluster of 2 separate species, C4H11NO2 in total.

```
18
Properties=species:S:1:pos:R:3:mulliken_charge:R:1
C 0.7081 1.7473 -2.6433 -0.91
C -0.3479 0.7443 -2.1507 0.61
O 0.2665 -0.4261 -2.7274 -0.47
O -1.3696 0.8507 -1.5832 -0.46
H 0.6077 2.6807 -2.0879 0.33
H 0.7757 1.5785 -3.7000 0.31
H 1.6904 1.3807 -2.2635 0.28
C -0.1627 -1.2647 2.4010 -0.31
C 0.5794 -1.8309 3.5588 -0.93
N -0.1537 0.3846 2.4577 -0.66
H 0.3372 -1.2953 1.4464 0.28
H -1.2465 -1.2339 2.3453 0.30
H 0.0708 -2.6845 3.9810 0.28
H 0.9335 -1.1905 4.3609 0.32
H -0.2587 -1.2332 -2.6333 0.31
H 0.7616 0.6688 2.1014 0.21
H 0.0255 0.5853 3.4370 0.24
H 1.4493 -2.3396 3.1148 0.27
```

- LUMO level: 0.02532 Eh
- Multiplicity: 1
- HOMO level: -9.51 eV
- Net charge: 0
- SMILES: CC(=O)O.CCN